Entry 1:
One molecule with the formula C5H12O2. Source: the OMol25 dataset; level of theory: ωB97M-V/def2-TZVPD.

* relative energy (zero: lowest compared OMol25 entry of this formula, charge and spin): 1.776 eV
* E_LUMO: 1.085 eV
* SMILES: CCOCCOC
* frontier orbital gap: 0.3967 Eh
* spin multiplicity: 1

Each line ends with the Mulliken charge.
Positions of all 19 atoms, in Å:
1 C -2.2515 -0.0850 -0.6823  -1.0292
2 C -2.0640 0.5030 0.7091  -0.2688
3 O -0.9626 1.3803 0.7761  -0.3894
4 C 0.2861 0.8239 1.1007  -0.5419
5 C 1.1619 0.5073 -0.1207  -0.3818
6 O 1.6542 -0.8123 -0.0352  -0.3308
7 C 2.5578 -1.0861 -1.0766  -0.7221
8 H -1.4562 -0.8005 -0.9233  0.2521
9 H -2.2828 0.7204 -1.4300  0.2645
10 H -3.1898 -0.6436 -0.7264  0.3832
11 H -1.9878 -0.2884 1.4762  0.3131
12 H -2.9273 1.1225 0.9711  0.2876
13 H 0.7685 1.5834 1.7248  0.2796
14 H 0.1838 -0.0924 1.7015  0.3214
15 H 0.5889 0.6632 -1.0495  0.3500
16 H 2.0169 1.1968 -0.1670  0.3679
17 H 3.3965 -0.3703 -1.1050  0.3011
18 H 2.0646 -1.0512 -2.0597  0.2944
19 H 2.9581 -2.0890 -0.9160  0.2491

---

Entry 2:
One molecule with the formula C5H12O2. Source: the OMol25 dataset; level of theory: ωB97M-V/def2-TZVPD.

* relative energy (zero: lowest compared OMol25 entry of this formula, charge and spin): 2.699 eV
* E_LUMO: 0.895 eV
* SMILES: CC[C@@H](O)[C@@H](C)O
* frontier orbital gap: 0.4003 Eh
* spin multiplicity: 1

Each line ends with the Mulliken charge.
Positions of all 19 atoms, in Å:
1 C 2.1737 -0.2251 1.4997  -1.1948
2 C 0.7204 0.6506 0.8559  -0.7530
3 C 0.1891 -0.0226 -0.3807  0.2070
4 O 0.3925 -1.3782 -0.0638  -0.7123
5 C -1.3309 0.3455 -0.5144  0.1638
6 C -1.7952 0.1445 -1.9482  -1.4258
7 O -2.0369 -0.4601 0.3954  -0.5783
8 H 2.2298 -1.0539 2.2606  0.3824
9 H 3.0481 -0.3827 0.8378  0.3305
10 H 2.3417 0.6505 2.0807  0.4263
11 H -0.0339 0.5393 1.6475  0.3552
12 H 0.9595 1.7153 0.6955  0.4166
13 H 0.7202 0.2782 -1.3019  0.2633
14 H 1.1597 -1.1795 0.6630  0.3529
15 H -1.5178 1.3955 -0.2195  0.3504
16 H -1.5565 -0.8804 -2.2497  0.2881
17 H -2.8741 0.3007 -2.0324  0.3689
18 H -1.2849 0.8399 -2.6265  0.3611
19 H -1.5046 -1.2777 0.4011  0.3977

---

Entry 3:
C5H12O2 as an isolated structure. Source: the OMol25 dataset; level of theory: ωB97M-V/def2-TZVPD.

* relative energy (zero: lowest compared OMol25 entry of this formula, charge and spin): 4.723 eV
* E_LUMO: 0.804 eV
* frontier orbital gap: 0.3259 Eh
* spin multiplicity: 1

Each line ends with the Mulliken charge.
Positions of all 19 atoms, in Å:
1 C 1.0480 0.3355 2.5089  -0.5762
2 O 0.4399 0.6391 0.8475  -0.4973
3 C -0.1992 -0.4815 0.1592  0.3551
4 C -1.3732 -0.9938 0.9751  -1.3045
5 C -0.5878 -0.0584 -1.2545  -0.7222
6 C 0.5733 0.4482 -2.1100  -0.5013
7 O 1.0159 1.7326 -1.7376  -0.5523
8 H 1.2504 -0.7469 2.3726  0.1188
9 H -0.2445 1.1801 1.2731  0.4395
10 H 2.0294 0.8080 2.3115  0.1946
11 H 0.6001 -1.2304 0.1158  0.2491
12 H -2.1643 -0.2346 1.0206  0.3721
13 H -1.0638 -1.2324 1.9950  0.3978
14 H -1.7974 -1.8869 0.5060  0.3946
15 H -1.3612 0.7204 -1.2097  0.2887
16 H -1.0414 -0.9330 -1.7406  0.3630
17 H 1.3955 -0.2881 -2.0848  0.2692
18 H 0.2474 0.5297 -3.1520  0.3490
19 H 1.2327 1.6925 -0.7960  0.3621

---

Entry 4:
One molecule with the formula C5H12O2. Source: the OMol25 dataset; level of theory: ωB97M-V/def2-TZVPD.

* relative energy (zero: lowest compared OMol25 entry of this formula, charge and spin): 1.730 eV
* E_LUMO: 1.081 eV
* SMILES: CCOCCOC
* frontier orbital gap: 0.3806 Eh
* spin multiplicity: 1

Each line ends with the Mulliken charge.
Positions of all 19 atoms, in Å:
1 C 2.1969 0.7869 -1.2527  -1.1760
2 C 1.6477 -0.1683 -0.2040  -0.2882
3 O 0.5682 0.4131 0.5085  -0.3549
4 C -0.1076 -0.5139 1.3514  -0.5180
5 C -1.6168 -0.2832 1.4009  -0.4996
6 O -2.2755 -0.7007 0.2298  -0.3607
7 C -1.9700 0.1148 -0.8858  -0.3184
8 H 2.6237 1.6921 -0.8114  0.2813
9 H 1.4251 1.0873 -1.9663  0.2851
10 H 2.9894 0.2800 -1.8139  0.3675
11 H 2.4510 -0.4536 0.4942  0.4008
12 H 1.2917 -1.0863 -0.6992  0.3329
13 H 0.0292 -1.5421 0.9786  0.3239
14 H 0.3080 -0.4568 2.3704  0.3599
15 H -2.0214 -0.9088 2.2063  0.3438
16 H -1.8612 0.7635 1.6411  0.3160
17 H -0.8920 0.2466 -0.9907  -0.0157
18 H -2.4164 1.1153 -0.7898  0.2626
19 H -2.3699 -0.3859 -1.7674  0.2575

---

Entry 5:
One molecule with the formula C5H12O2. Source: the OMol25 dataset; level of theory: ωB97M-V/def2-TZVPD.

* relative energy (zero: lowest compared OMol25 entry of this formula, charge and spin): 1.563 eV
* E_LUMO: 0.808 eV
* SMILES: CC[C@@H](O)[C@@H](C)O
* frontier orbital gap: 0.3932 Eh
* spin multiplicity: 1

Each line ends with the Mulliken charge.
Positions of all 19 atoms, in Å:
1 C -2.5299 0.4887 -0.5966  -1.2241
2 C -1.3595 -0.3416 -0.1017  -0.4961
3 C -0.0429 0.4166 -0.1369  -0.2042
4 O -0.0614 1.5852 0.6613  -0.5737
5 C 1.0797 -0.5555 0.2079  0.2581
6 C 2.4606 -0.0568 -0.1992  -1.0636
7 O 0.9418 -0.9820 1.5322  -0.5006
8 H -2.6400 1.3976 0.0022  0.2836
9 H -2.3700 0.7941 -1.6374  0.3131
10 H -3.4620 -0.0804 -0.5468  0.3894
11 H -1.5244 -0.6939 0.9261  0.3222
12 H -1.2297 -1.2423 -0.7141  0.3208
13 H 0.1549 0.7775 -1.1558  0.4248
14 H -0.3604 1.3283 1.5445  0.3886
15 H 0.9241 -1.4680 -0.5476  0.0929
16 H 3.3006 -0.3348 0.4544  0.2987
17 H 2.3621 -0.7559 -1.0296  0.3617
18 H 2.5486 0.9941 -0.5068  0.2446
19 H 1.8077 -1.2709 1.8439  0.3637

---

Entry 6:
A 3-piece molecular cluster, C5H12O2 overall. Source: the OMol25 dataset; level of theory: ωB97M-V/def2-TZVPD.

* relative energy (zero: lowest compared OMol25 entry of this formula, charge and spin): 5.263 eV
* E_LUMO: -0.689 eV
* SMILES: C=CC(=C)C.O.O
* frontier orbital gap: 0.2696 Eh
* spin multiplicity: 1

Each line ends with the Mulliken charge.
Positions of all 19 atoms, in Å:
1 C -0.7113 -0.0208 1.2662  -0.9493
2 C 0.5748 -0.5437 0.6766  0.9771
3 C 1.8242 -0.0519 1.0245  -0.8176
4 C 1.0815 -2.7925 -0.4892  -0.5662
5 C 0.4346 -1.5482 -0.4609  -0.4859
6 H -0.6264 0.6456 2.1867  0.2967
7 H -1.4915 -0.8277 1.5730  0.2709
8 H -1.2254 0.6155 0.4771  0.0807
9 H 1.9962 0.5142 1.9605  0.2836
10 H 2.7592 -0.5568 0.5505  0.2342
11 H 0.5085 -3.7346 -0.1850  0.1945
12 H 2.0509 -3.0404 -0.9494  0.2849
13 H -0.5463 -1.5947 -0.9395  0.2283
14 H -1.4474 0.6347 -1.3927  0.2874
15 H -2.5959 1.4104 -1.9721  0.2989
16 O -1.7046 1.4503 -1.8413  -0.6488
17 H 0.0989 3.2346 0.1561  0.3159
18 H -0.6104 2.6460 -0.9861  0.3653
19 O -0.3697 3.5598 -0.6549  -0.6503

---

Entry 7:
A 2-piece molecular cluster, C5H12O2 overall. Source: the OMol25 dataset; level of theory: ωB97M-V/def2-TZVPD.

* relative energy (zero: lowest compared OMol25 entry of this formula, charge and spin): 1.106 eV
* E_LUMO: 0.909 eV
* SMILES: CCCCC=O.O
* frontier orbital gap: 0.4003 Eh
* spin multiplicity: 1

Each line ends with the Mulliken charge.
Positions of all 19 atoms, in Å:
1 O -1.3649 -1.2780 -0.1181  -0.4406
2 C -1.9744 -0.3184 -0.5180  -0.1228
3 C -1.2659 0.9828 -0.8253  -0.3752
4 C -0.1571 1.2378 0.2104  -1.0100
5 C 1.2251 0.6506 -0.0786  -0.1351
6 C 1.9581 1.3789 -1.1915  -1.1228
7 H -3.0676 -0.4042 -0.6333  0.3628
8 H -2.0058 1.7790 -0.7246  0.2974
9 H -0.8828 0.9577 -1.8347  0.2845
10 H -0.5318 0.7796 1.1305  0.3779
11 H -0.0477 2.2948 0.4557  0.4484
12 H 1.0794 -0.4320 -0.1852  0.1446
13 H 1.7388 0.6534 0.8863  0.3645
14 H 2.6115 2.1316 -0.7517  0.2970
15 H 1.2663 1.8958 -1.8430  0.3052
16 H 2.6445 0.7431 -1.7535  0.3238
17 H 1.8368 -2.4001 1.8745  0.3056
18 H 0.3294 -2.4378 1.4935  0.3319
19 O 0.9472 -2.3796 2.2355  -0.6372

---

Entry 8:
An isolated ion of composition C5H12O2 and charge +1. Source: the OMol25 dataset; level of theory: ωB97M-V/def2-TZVPD.

* relative energy (zero: lowest compared OMol25 entry of this formula, charge and spin): 1.426 eV
* E_LUMO (spin up / spin down): -3.326 / -9.823 eV
* charge: +1
* frontier orbital gap (spin up / spin down): 0.3791 / 0.1399 Eh
* spin multiplicity: 2

Each line ends with the Mulliken charge.
Positions of all 19 atoms, in Å:
1 C -2.4381 0.2488 -0.2843  -0.5152
2 O -2.2754 1.0620 0.8508  -0.5216
3 C -1.2235 -0.6602 -0.4155  -0.7117
4 C 0.0791 0.0660 -0.0734  -0.5373
5 C 1.3637 -0.3749 -0.7496  -0.2095
6 C 2.5602 0.1232 0.2079  -0.4246
7 O 2.4828 -0.5241 1.4255  -0.2107
8 H -3.3684 -0.3429 -0.2040  0.3769
9 H -2.6945 0.9010 -1.1403  0.3103
10 H -3.0455 1.4007 1.3252  0.3170
11 H -1.0990 -0.9450 -1.4774  0.3224
12 H -1.3456 -1.5457 0.1875  0.3353
13 H 0.1657 -0.0696 1.0249  0.1993
14 H -0.0380 1.1507 -0.1887  0.3937
15 H 1.3391 -1.4823 -0.8439  0.3715
16 H 1.6333 -0.0431 -1.7588  0.3584
17 H 2.5046 1.2336 0.2297  0.3056
18 H 3.5616 -0.1511 -0.1154  0.3826
19 H 1.8379 -0.0471 1.9997  0.4576

---

Entry 9:
One molecule with the formula C5H12O2P2. Source: the OMol25 dataset; level of theory: ωB97M-V/def2-TZVPD.

* relative energy (zero: lowest compared OMol25 entry of this formula, charge and spin): 0.524 eV
* E_LUMO: 0.433 eV
* frontier orbital gap: 0.3758 Eh
* spin multiplicity: 1

Each line ends with the Mulliken charge.
Positions of all 21 atoms, in Å:
1 C 0.0927 0.2557 -1.7352  -0.8036
2 C -0.0078 -0.8485 0.6319  -0.0710
3 C 0.1190 -2.4674 1.1176  -1.2567
4 C -2.0183 1.4689 0.1080  -0.9626
5 C 1.8347 1.4151 0.3034  -1.0878
6 O -2.3391 -1.1258 -0.9081  -0.7106
7 O 2.4131 -1.1000 -0.9001  -0.7482
8 P -1.3275 -0.2014 -0.5370  0.7350
9 P 1.2936 -0.2371 -0.4300  0.7150
10 H 0.1098 -0.5124 -2.5441  0.3276
11 H 0.1003 1.2882 -2.1453  0.3916
12 H -0.1116 -0.2794 1.6152  0.3821
13 H -0.8249 -2.9227 1.1466  0.3718
14 H 0.6309 -2.5216 1.9996  0.4188
15 H 0.7417 -2.9592 0.3478  0.3309
16 H -3.1415 1.6112 -0.1858  0.3061
17 H -1.7507 1.3989 1.1232  0.3597
18 H -1.4913 2.4554 -0.2804  0.2829
19 H 2.8417 1.7054 0.1642  0.3529
20 H 1.2419 2.1221 -0.2374  0.3124
21 H 1.5933 1.4545 1.3462  0.3539

---

Entry 10:
A 2-piece molecular cluster, C5H12O2S overall. Source: the OMol25 dataset; level of theory: ωB97M-V/def2-TZVPD.

* relative energy (zero: lowest compared OMol25 entry of this formula, charge and spin): 3.228 eV
* E_LUMO: 0.702 eV
* SMILES: CSCCCC=O.O
* frontier orbital gap: 0.3402 Eh
* spin multiplicity: 1

Each line ends with the Mulliken charge.
Positions of all 20 atoms, in Å:
1 O 2.0777 -1.9052 -0.1851  -0.5370
2 C 1.5305 -0.7630 -0.1231  -0.2276
3 C 0.1630 -0.6380 -0.8437  -0.1991
4 C -1.0442 -0.6578 0.1613  -0.6688
5 C -1.1221 0.5682 1.0706  -0.4846
6 S -0.8964 2.0902 0.0717  -0.1089
7 C -1.4623 1.9237 -1.6604  -0.8097
8 H 1.8516 0.0798 0.3299  0.5415
9 H -0.0183 -1.5419 -1.5202  0.2880
10 H -0.0075 0.1383 -1.5919  0.1236
11 H -1.9867 -0.8455 -0.4471  0.2780
12 H -0.9434 -1.5901 0.7704  0.3675
13 H -2.0562 0.9193 1.6102  0.3675
14 H -0.2281 0.5464 1.8587  0.2311
15 H -1.4255 2.9726 -2.0600  0.3258
16 H -0.9631 1.1877 -2.5231  0.2384
17 H -2.5259 1.6142 -1.6306  0.2798
18 H 2.7477 -1.5143 2.9959  0.2626
19 H 3.5963 -1.3237 1.6232  0.3148
20 O 2.7132 -1.2609 2.0932  -0.5828

---

Entry 11:
A 3-piece molecular cluster, C5H12O3 overall. Source: the OMol25 dataset; level of theory: ωB97M-V/def2-TZVPD.

* relative energy (zero: lowest compared OMol25 entry of this formula, charge and spin): 4.542 eV
* E_LUMO: 0.453 eV
* SMILES: C=C(O)/C=C/C.O.O
* frontier orbital gap: 0.3453 Eh
* spin multiplicity: 1

Each line ends with the Mulliken charge.
Positions of all 20 atoms, in Å:
1 C -2.3572 0.7772 -0.2111  -1.1167
2 C 1.5225 1.7233 -2.7026  -0.6933
3 C 1.2332 0.9216 -1.6604  0.0817
4 O 2.1598 -0.2655 -1.6316  -0.5364
5 C 0.1405 1.0951 -0.6940  -0.1841
6 C -1.1290 0.7495 -1.0424  -0.0002
7 H -2.4742 0.9550 0.8585  0.3714
8 H -2.8746 1.7168 -0.4721  0.3089
9 H -3.1144 -0.2122 -0.2696  0.2101
10 H 2.4368 1.7175 -3.2469  0.2954
11 H 0.7665 2.3385 -3.0658  0.2856
12 H 1.5412 -1.0143 -1.7671  0.3112
13 H 0.1197 1.8486 0.1472  0.2690
14 H -1.2353 0.0860 -1.8968  0.3929
15 H 0.0293 -1.1515 6.2221  0.3086
16 H -0.5561 -0.3675 7.4334  0.3338
17 O -0.4399 -0.3876 6.4052  -0.6425
18 H -1.2180 -2.7055 -0.4250  0.2854
19 H -0.7759 -4.0210 0.0204  0.3321
20 O -0.3580 -3.1958 -0.4830  -0.6126

---

Entry 12:
A 2-piece molecular cluster, C5H12O3 overall. Source: the OMol25 dataset; level of theory: ωB97M-V/def2-TZVPD.

* relative energy (zero: lowest compared OMol25 entry of this formula, charge and spin): 2.185 eV
* E_LUMO: 0.480 eV
* SMILES: CCCCC(=O)O.O
* frontier orbital gap: 0.3914 Eh
* spin multiplicity: 1

Each line ends with the Mulliken charge.
Positions of all 20 atoms, in Å:
1 O 0.8571 -1.7558 1.2502  -0.4840
2 C 0.9597 -0.5763 1.2169  0.5594
3 O 1.8200 0.2530 2.0678  -0.4875
4 C 0.3729 0.3288 0.1946  -0.8233
5 C -0.8546 -0.3978 -0.4486  -0.3670
6 C -0.7341 -0.2532 -1.9244  -0.3570
7 C 0.5998 -0.5320 -2.3762  -1.0728
8 H 2.3768 -0.2593 2.6827  0.3345
9 H 1.1043 0.7545 -0.4546  0.6262
10 H -0.0132 1.2578 0.7451  0.0999
11 H -0.8745 -1.5163 -0.2113  0.3533
12 H -1.9641 -0.0716 -0.0995  0.2434
13 H -1.5976 -0.7610 -2.4968  0.3273
14 H -1.0446 0.8919 -2.0828  0.1446
15 H 0.7306 -1.6490 -2.6952  0.2455
16 H 1.5045 -0.3932 -1.7847  0.3577
17 H 0.8750 0.1405 -3.2447  0.2881
18 H -2.0929 2.4395 1.1978  0.3220
19 H -2.9405 2.8299 -0.0501  0.2746
20 O -2.4429 2.1177 0.2470  -0.5850